Computed, not measured: 2 unconnected molecules or ions with the total composition C4H5OP in a non-equilibrium geometry, with ωB97M-V/def2-TZVPD.

* lowest unoccupied orbital energy (spin up / spin down): -1.10 / -1.09 eV
* spin multiplicity: 1
* charge: 0
* ΔE to the lowest compared entry with this formula, charge and spin: 466.9 kJ/mol
* HOMO-LUMO gap (spin up / spin down): 7.188 / 7.198 eV
* M: 100.06 g/mol
* HOMO (spin up / spin down): -8.289 / -8.289 eV

Structure (XYZ):
```
11
C4H5OP (ωB97M-V/def2-TZVPD)
P 1.017 -0.234 2.246
O -1.947 0.332 -2.406
C 0.498 -2.015 2.391
C -0.982 1.030 -2.176
C -0.248 1.975 -1.327
C 0.165 1.651 -2.578
H -0.496 -1.825 2.930
H 0.951 1.902 -3.197
H -0.056 2.249 -0.288
H 0.101 -2.314 1.484
H 0.997 -2.752 2.921
```

---

Computed, not measured: a molecular structure, C18H49AlO19S6 in a non-equilibrium geometry, with ωB97M-V/def2-TZVPD.

* lowest unoccupied orbital energy: -11.79 eV
* spin multiplicity: 1
* charge: +2
* HOMO-LUMO gap: 3.734 eV
* M: 788.96 g/mol
* HOMO: -15.525 eV

Structure (XYZ):
```
93
C18H49AlO19S6 (ωB97M-V/def2-TZVPD)
S 4.365 -0.751 -0.566
S -1.591 1.299 -4.148
S -4.250 -0.720 -1.264
S -2.063 3.368 -0.563
S 2.310 -1.019 3.137
S -1.584 -3.919 1.468
Al 0.051 -0.449 -0.448
O -1.277 4.731 -1.105
O -5.046 -1.289 0.141
O -4.503 -1.606 -2.383
O -1.184 -0.032 1.988
O -2.897 -0.354 -0.873
O 3.369 0.014 3.085
O 1.582 -1.395 1.918
O -1.240 2.181 -0.720
O -1.254 -2.858 0.549
O 2.879 -2.398 3.837
O -0.724 2.503 -4.765
O 5.051 -0.479 -2.054
O -0.815 0.661 -3.060
O 2.976 -0.264 -0.562
O -0.140 -4.335 2.196
O 4.839 -2.059 -0.065
O -2.204 -5.143 0.973
O -3.409 3.340 -1.106
O -2.972 1.819 -3.986
C -0.195 -5.441 3.085
C 3.815 -3.075 3.070
C -1.886 6.024 -1.179
C -5.182 0.819 -1.654
C -1.544 0.133 -5.572
C 5.341 0.477 0.341
C -5.004 -0.506 1.394
C -1.196 3.173 -5.844
C -0.175 4.233 -6.168
C -2.521 -3.219 2.903
C -0.780 6.826 -0.532
C -2.028 3.772 1.304
C -6.042 -1.035 2.261
C 1.165 -0.421 4.421
C 1.252 -5.716 3.588
C 7.253 0.231 -2.619
C 4.486 -4.071 3.930
C 6.354 -0.951 -2.290
H -4.960 1.267 -2.622
H -3.464 -2.907 2.455
H -1.192 4.433 1.533
H 1.268 -6.475 4.370
H -7.064 -0.873 1.920
H 4.618 -2.530 2.574
H 5.215 1.509 0.013
H 1.582 -4.804 4.085
H 7.468 0.828 -1.733
H -2.085 3.784 -5.688
H 8.282 -0.121 -2.693
H 1.790 0.145 5.112
H -2.239 0.570 -6.289
H 6.384 0.228 0.145
H 5.194 0.470 1.421
H 2.057 -5.871 2.869
H -2.478 -4.041 3.618
H 6.280 -1.711 -3.068
H 6.839 -1.378 -1.412
H -4.868 1.653 -1.026
H -6.252 0.611 -1.639
H 3.290 -3.475 2.202
H -0.825 -5.318 3.967
H -2.797 6.208 -0.609
H -3.987 -0.611 1.771
H 0.570 -1.213 4.877
H -2.921 4.323 1.596
H -1.957 6.268 -2.239
H -5.161 0.538 1.124
H 0.836 3.828 -6.127
H -5.858 -2.081 2.506
H -0.302 4.951 -5.358
H -0.587 -6.260 2.482
H -1.910 -0.753 -5.053
H -5.857 -0.647 3.262
H 3.832 -4.859 4.304
H -0.359 4.830 -7.062
H -0.542 6.472 0.471
H -2.114 0.023 2.282
H 5.024 -3.531 4.709
H 5.319 -4.527 3.397
H 6.890 0.841 -3.446
H -1.142 7.854 -0.536
H -2.009 2.794 1.786
H -1.300 2.508 -6.701
H -0.494 0.048 -5.850
H 0.529 0.362 4.008
H -2.052 -2.347 3.357
H 0.131 6.885 -1.127
```

---

E / eV: -15559.176 -129944.873